# 1
{
  "formula": "C25H15F6N5O6RuS2",
  "method": "wB97M-V/def2-TZVPD",
  "multiplicity": 2,
  "charge": 1,
  "s_squared": 0.755,
  "e_above_lowest_kj_mol": 323.4,
  "homo_lumo_gap_ev": [5.50, 4.75],
  "symbols": ["O", "O", "C", "C", "O", "F", "C", "H", "C", "C", "H", "F", "H", "H", "H", "C", "C", "H", "H", "C", "C", "O", "H", "N", "H", "H", "H", "C", "C", "F", "C", "H", "F", "C", "O", "H", "C", "N", "F", "C", "C", "O", "Ru", "C", "C", "H", "S", "N", "C", "C", "C", "C", "H", "N", "N", "F", "S", "C", "C", "C"],
  "positions_angstrom": [[-0.7607, 1.8217, 0.5275], [-0.3000, -2.1887, -0.0769], [1.1494, -0.4099, 2.3301], [5.4413, 0.6264, -0.2512], [5.8130, 0.8887, -1.4027], [-2.2895, -5.1236, -1.1673], [-7.1130, -0.2479, -1.0065], [-1.9611, -0.1192, -4.9451], [-5.2676, 0.7044, 0.1815], [-0.4882, -1.1090, 4.4168], [1.2720, -1.0122, 5.6395], [-3.9212, 3.5844, -0.4837], [-7.5299, -1.0025, -1.6584], [3.9797, 0.1037, 1.9254], [-1.1580, -1.4048, 5.2106], [-7.4241, 1.7242, 0.3704], [1.6925, -0.5477, 3.5904], [-5.1255, -1.0623, -1.0502], [-8.0765, 2.4862, 0.7726], [3.9128, 0.3430, -0.1681], [0.8036, 0.0799, -2.3172], [5.9860, 0.6151, 0.8601], [-8.9783, 0.7729, -0.7533], [-2.7964, 0.0700, 0.4850], [-2.4628, -0.2284, -2.5192], [-5.6720, 2.4418, 1.3884], [2.1979, 0.2245, -3.9307], [-7.9295, 0.7540, -0.4878], [3.3174, 0.1025, 1.0674], [-2.5461, 2.3992, -1.6658], [1.1572, 0.1409, -3.6534], [2.7520, -0.4001, 3.7414], [-1.9386, 4.3449, -0.9318], [-2.6506, 3.2742, -0.6728], [-1.9210, 3.5737, 1.8584], [-2.0151, -1.1259, 2.8915], [-6.0862, 1.7037, 0.7134], [-0.1811, -0.5921, 2.1242], [-0.9388, -3.8807, -2.3233], [1.9584, -0.1128, 1.1222], [-5.7748, -0.2804, -0.6748], [-2.1965, -3.2518, 1.1999], [-0.6643, -0.2956, 0.1237], [0.1641, 0.0739, -4.6153], [-0.9771, -0.9473, 3.1359], [0.4239, 0.1107, -5.6646], [-1.9830, 2.5335, 0.9081], [1.2430, -0.0850, -0.0125], [0.8606, -0.8958, 4.6459], [-1.2609, -4.2823, -1.0854], [-1.1610, -0.0539, -4.2225], [3.1467, 0.3383, -1.3269], [3.6764, 0.5279, -2.2533], [-3.0200, 1.3248, 1.4764], [-0.4960, -0.0382, -1.9405], [-0.2293, -4.8936, -0.5310], [-1.7918, -2.7744, -0.1131], [-1.4486, -0.1094, -2.8764], [1.7909, 0.1151, -1.2207], [-3.8946, 0.6605, 0.5477]],
  "forces_ev_per_a": [[-0.2224, 0.1789, -0.1367], [-1.0842, 0.2305, -0.1819], [0.0413, -0.0408, -0.1424], [-0.0603, 0.5115, 0.0943], [0.0898, -0.1929, 0.0745], [0.0518, 0.0715, 0.0292], [0.0133, -0.0077, 0.0028], [0.0071, -0.0029, -0.0061], [0.0177, 0.0173, -0.0313], [-0.0522, -0.0237, -0.0216], [-0.0020, -0.0010, -0.0032], [-0.0561, 0.0532, 0.0014], [0.0110, 0.0009, -0.0069], [-0.0364, 0.0051, 0.0083], [0.0058, 0.0028, 0.0037], [0.0000, -0.0129, -0.0021], [-0.0054, -0.0389, 0.1167], [-0.0091, 0.0082, -0.0047], [0.0112, 0.0062, 0.0000], [-0.0463, -0.2183, 0.1076], [0.0102, 0.0299, -0.0049], [0.0875, -0.1564, -0.1482], [0.0021, 0.0001, 0.0097], [-0.4137, -0.1682, 0.0980], [0.0023, 0.0137, 0.0162], [-0.0087, 0.0027, 0.0022], [-0.0008, 0.0096, 0.0081], [-0.0064, 0.0048, -0.0022], [0.1613, 0.0498, -0.0761], [-0.0348, -0.0359, 0.0052], [-0.0263, -0.0030, -0.0221], [-0.0025, 0.0043, 0.0007], [-0.0367, -0.0358, -0.0253], [0.1033, 0.0066, 0.0359], [-0.0674, -0.0219, 0.1082], [0.0075, 0.0173, 0.0025], [0.0071, 0.0324, 0.0384], [0.0748, 0.3670, -0.1892], [0.0301, 0.0143, 0.0942], [-0.1157, -0.0111, 0.0789], [0.0050, -0.0401, -0.0351], [0.0393, 0.0423, 0.0925], [0.5027, 0.6542, 0.6032], [0.0178, 0.0005, 0.0012], [0.0178, 0.0160, -0.0206], [-0.0061, 0.0074, 0.0013], [0.1155, -0.1401, 0.1105], [0.5154, -0.1936, -0.0405], [0.0872, 0.0224, -0.0184], [-0.0447, -0.1672, 0.0238], [-0.0383, -0.0073, -0.0218], [-0.0124, 0.0140, -0.0150], [-0.0390, -0.0024, -0.0099], [0.1308, 0.0877, -0.3593], [0.0840, 0.0608, 0.0535], [-0.0468, 0.0193, -0.0545], [0.0722, -0.8563, -0.3573], [-0.0043, -0.0401, -0.0016], [-0.0238, 0.0358, 0.0613], [0.1800, -0.1807, 0.0552]],
  "lowdin_charge": [-0.36, -0.54, -0.16, -0.68, 0.00, 0.13, -0.04, 0.12, -0.17, -0.01, 0.13, 0.18, 0.12, 0.13, 0.12, -0.03, 0.04, 0.12, 0.12, -0.04, -0.15, 0.00, 0.12, 0.11, 0.11, 0.13, 0.13, -0.02, 0.10, 0.16, 0.04, 0.13, 0.21, -0.67, -0.18, 0.11, 0.00, -0.02, 0.11, -0.15, 0.01, -0.42, 1.32, 0.00, -0.09, 0.13, 0.77, -0.04, 0.00, -0.75, -0.02, 0.09, 0.13, 0.01, -0.02, 0.16, 0.84, -0.11, -0.15, -0.29]
}

=====

# 2
{
  "formula": "C25H16AuIOPS4Se",
  "method": "wB97M-V/def2-TZVPD",
  "multiplicity": 1,
  "charge": -1,
  "e_above_lowest_kj_mol": 60.7,
  "homo_lumo_gap_ev": [4.82, 4.83],
  "symbols": ["C", "H", "S", "C", "H", "O", "C", "H", "C", "C", "S", "S", "C", "H", "Se", "H", "C", "H", "C", "H", "C", "C", "C", "H", "C", "C", "C", "H", "H", "C", "C", "P", "C", "C", "C", "C", "H", "H", "C", "H", "H", "Au", "C", "S", "C", "H", "I", "C", "H", "C"],
  "positions_angstrom": [[-0.4360, 6.4928, 2.3204], [-0.0135, 6.2572, -3.4386], [-1.9952, 0.9769, 1.4103], [-5.9519, -0.1736, 0.1852], [2.8168, 0.1457, -4.8765], [-7.1473, -0.0843, 0.0693], [-3.3951, 0.2705, 0.6792], [-0.5363, 7.6662, -1.4700], [0.3003, 3.9018, -1.0044], [4.0634, 1.9959, -2.3398], [-4.9902, -1.4728, -0.5226], [-4.9470, 1.0287, 0.9933], [1.6653, 0.9797, -3.2807], [4.9951, 2.3907, -1.9559], [1.8755, -1.4342, 0.1523], [-2.9109, -0.4470, -3.9697], [4.0488, 1.2416, -3.5062], [2.9194, 2.8234, -0.7452], [0.1663, 4.7291, 0.1614], [-0.8303, 7.9544, 0.8259], [-2.3354, 2.7286, -1.8845], [-2.7493, 0.4659, -3.4110], [-3.5626, 2.5157, -2.4856], [0.2238, 4.8751, 3.5761], [0.0146, 5.8494, -2.4371], [0.3746, 4.3503, 1.5321], [-0.5196, 6.9408, 1.0426], [0.7454, 0.5674, -3.6712], [-0.7784, -0.1094, -2.8607], [-1.2799, 1.8264, -2.0571], [-0.2681, 6.6239, -1.3554], [0.2257, 2.0356, -1.0254], [-3.7734, 1.3846, -3.2645], [-0.2054, 6.0900, -0.0465], [1.6670, 1.7371, -2.1169], [2.8870, 2.2388, -1.6557], [4.9675, 1.0461, -4.0423], [-4.3641, 3.2232, -2.3233], [2.8457, 0.7383, -3.9713], [-0.6886, 7.1323, 3.1543], [-2.2102, 3.5993, -1.2548], [-0.2594, -0.3680, 0.4037], [-3.4103, -0.8716, -0.0421], [-2.0280, -1.7896, -0.5328], [0.2688, 4.4833, -2.2446], [-4.7385, 1.2059, -3.7192], [1.4100, 2.6414, 2.1497], [0.0558, 5.1950, 2.5586], [0.3846, 3.8513, -3.1186], [-1.5196, 0.6779, -2.8036]],
  "forces_ev_per_a": [[0.0289, -0.0608, 0.0198], [0.0106, 0.0146, -0.0223], [0.4209, 0.1984, 0.0220], [0.1116, 0.2192, -0.2026], [0.0103, -0.0162, -0.0211], [-0.1635, -0.1006, 0.0987], [-0.1948, -0.5604, -0.2901], [-0.0179, 0.0474, -0.0042], [0.0050, -0.1549, 0.2462], [0.0272, -0.0278, -0.0558], [0.0971, -0.1542, -0.0921], [0.0754, -0.0085, 0.0705], [-0.0565, -0.0402, -0.1149], [0.0253, 0.0077, -0.0020], [-0.9533, 0.5037, -0.0159], [-0.0052, -0.0111, -0.0011], [-0.0380, 0.0205, 0.0292], [-0.0306, 0.0214, 0.0596], [-0.0070, -0.0716, 0.0716], [-0.0124, 0.0491, -0.0117], [0.0269, 0.0006, -0.0603], [-0.0235, -0.0136, -0.0519], [-0.0355, -0.0686, -0.0154], [0.0052, -0.0191, 0.0456], [-0.0080, 0.0442, -0.0087], [-0.0092, 0.0388, -0.0841], [-0.0004, -0.0161, -0.0566], [0.1605, 0.1029, -0.0009], [-0.1170, 0.0581, 0.0574], [-0.0312, 0.2380, 0.2023], [0.0154, -0.0355, 0.0191], [0.1834, 0.0699, -0.2403], [0.0220, 0.0360, 0.0502], [-0.0452, 0.1036, -0.0270], [0.0338, 0.0916, 0.0533], [-0.0231, -0.0549, 0.0104], [0.0407, -0.0146, -0.0189], [-0.0467, 0.0276, 0.0054], [0.0291, 0.0185, 0.0045], [-0.0159, 0.0188, 0.0421], [0.0277, 0.0296, 0.0072], [-0.2957, -1.1256, -0.0810], [-0.3764, 0.7648, 0.3527], [1.1837, 0.1458, 0.2944], [0.0129, -0.0128, -0.1825], [-0.0321, -0.0060, -0.0184], [-0.0021, -0.1494, -0.1673], [-0.0442, 0.0650, -0.0145], [-0.0052, 0.0169, 0.0360], [0.0368, -0.2307, 0.0634]],
  "lowdin_charge": [-0.08, 0.10, 0.41, -1.05, 0.10, -0.09, -1.18, 0.11, -0.31, -0.09, 0.93, 0.93, -0.09, 0.10, -0.22, 0.11, -0.10, 0.07, -0.19, 0.11, -0.10, -0.09, -0.08, 0.08, -0.06, -0.62, -0.05, 0.08, 0.08, -0.37, -0.04, 0.96, -0.09, -0.17, -0.39, -0.12, 0.09, 0.10, -0.09, 0.10, 0.10, 0.07, -1.17, 0.50, -0.10, 0.10, 0.92, -0.18, 0.11, -0.15]
}